No. 1
Here is a molecular structure, C5H6Br2O in a non-equilibrium geometry from the Open Molecules 2025 dataset. Energies are from the ωB97M-V functional and the def2-TZVPD basis.

The charge is 0. As for the spin multiplicity: 1. The calculation puts the energy above the lowest of the compared OMol25 structures with the same formula, charge and spin at 68.38 kcal per mole. The gap between HOMO and LUMO comes out at 8.038 eV. Its total energy is -5417.172211 a.u.

Geometry as XYZ:
```
14
Properties=species:S:1:pos:R:3:forces:R:3
C 1.5881 0.9340 2.3797 2.412 1.878 3.885
C 1.2046 0.4925 1.3416 -2.463 -1.714 -3.725
C 0.4704 0.2762 -1.6619 3.016 1.497 0.410
C -1.5159 -0.1052 0.0015 -1.136 -0.787 0.139
C -0.1487 -0.4687 -0.5655 0.366 -0.699 3.079
O 0.1875 -1.7957 -0.5169 0.193 2.811 -1.916
Br -1.9062 1.7614 0.1811 0.362 -0.032 0.022
Br -1.8087 -1.0657 1.7198 0.027 0.372 -0.798
H 2.1472 1.3694 3.2789 -1.376 -0.976 -1.902
H 0.2030 -0.1960 -2.5786 -0.214 -0.355 -0.946
H 0.4322 1.4349 -1.7653 -0.599 -2.303 0.754
H 1.5726 0.0475 -1.4328 -1.407 0.372 -0.893
H -2.3741 -0.4503 -0.6691 1.502 0.042 0.713
H -0.0519 -2.2344 0.2873 -0.683 -0.105 1.178
```
Positions in Å, forces in eV/Å.


No. 2
Here is 7 unconnected molecules or ions with the total composition C29H66BBrNO23S6 from the Open Molecules 2025 dataset. Energies are from the ωB97M-V functional and the def2-TZVPD basis.

The charge is +1. As for the spin multiplicity: 1. The gap between HOMO and LUMO comes out at 8.288 eV. Its total energy is -7917.708223 a.u.

Geometry as XYZ:
```
127
Properties=species:S:1:pos:R:3:forces:R:3
C 2.8798 1.4543 -0.8703 -0.152 -0.208 -0.066
C 1.5808 1.8715 -0.1748 0.119 0.010 0.098
C 0.7576 0.6987 0.2644 -0.165 0.024 -0.237
O 0.3418 0.4710 1.3555 0.120 -0.175 0.336
O 0.4923 -0.1764 -0.7853 0.391 0.137 -0.195
C 0.7189 -1.5456 -0.5058 -0.098 -0.082 0.098
C 0.8839 -2.2061 -1.8791 -0.486 -0.214 0.071
N 1.6840 -3.4266 -1.7610 -0.037 -0.120 0.072
C 2.9561 -3.5361 -1.8746 0.077 0.069 -0.068
B 3.9065 -2.3055 -2.2681 -0.026 0.037 -0.111
O 4.8660 -2.0136 -1.3716 -0.195 0.071 0.080
O 3.7436 -1.6037 -3.4143 0.150 -0.153 0.031
C 3.4039 -4.9171 -1.5280 0.076 -0.076 0.414
C 2.1409 -5.6170 -0.9620 0.188 -0.102 -0.276
C 2.2436 -5.8244 0.5624 -0.134 0.110 0.033
C 0.8860 -5.7787 1.2232 0.222 0.000 0.028
O 0.4653 -4.9212 1.9172 0.022 -0.012 -0.038
Br -0.2163 -7.3086 0.7441 -0.089 -0.051 -0.120
C 1.0114 -4.7128 -1.4600 -0.096 -0.218 -0.301
H 3.5922 1.0454 -0.1511 0.042 0.071 -0.014
H 2.6834 0.6893 -1.6250 0.010 0.070 -0.052
H 3.3261 2.3059 -1.3793 0.064 0.023 0.109
H 1.7959 2.4440 0.7253 -0.108 0.139 -0.090
H 0.9871 2.5058 -0.8348 -0.052 -0.035 0.040
H 1.6292 -1.6730 0.0901 0.023 0.089 -0.034
H -0.1028 -1.9874 0.0631 -0.004 0.033 -0.022
H 1.3258 -1.5041 -2.5819 0.162 -0.036 0.087
H -0.0855 -2.5158 -2.2714 0.031 0.145 -0.170
H 5.3553 -1.2113 -1.5933 0.159 -0.019 0.016
H 3.1583 -1.9782 -4.0784 -0.114 0.115 -0.068
H 3.8406 -5.4560 -2.3722 -0.085 0.201 -0.147
H 4.2051 -4.8316 -0.7872 0.035 -0.035 -0.059
H 2.0442 -6.5718 -1.4690 -0.190 -0.094 0.193
H 2.6928 -6.7989 0.7568 0.035 0.039 0.034
H 2.8583 -5.0572 1.0386 -0.101 0.054 -0.009
H 0.1451 -4.5673 -0.8166 0.187 0.131 0.199
H 0.6318 -5.0961 -2.4110 -0.028 0.030 0.010
O 0.4610 4.8414 -0.4925 -0.009 -0.077 -0.032
S -0.4235 5.6387 -1.2999 -0.005 0.070 0.056
O 0.1386 6.3862 -2.3817 0.006 -0.021 -0.028
O -1.2896 6.5572 -0.3705 -0.043 0.019 -0.059
C -0.6111 7.4003 0.6117 0.182 0.252 0.330
C 0.0542 8.6053 -0.0115 -0.002 -0.054 -0.177
C -1.7357 4.6374 -1.9112 -0.005 -0.067 -0.023
H 0.1029 6.7927 1.1669 -0.012 -0.085 -0.099
H -1.4031 7.7078 1.2878 -0.096 -0.101 -0.047
H 0.8910 8.3263 -0.6506 0.011 -0.009 0.023
H 0.4268 9.2432 0.7897 -0.016 -0.017 0.012
H -0.6594 9.1677 -0.6140 -0.012 0.025 0.041
H -2.1650 4.0781 -1.0842 -0.011 0.023 0.014
H -1.3024 3.9697 -2.6541 0.012 0.010 -0.007
H -2.4752 5.2856 -2.3733 0.001 0.000 -0.003
O 1.5231 8.0623 3.0915 -0.001 -0.006 -0.030
S 0.7892 8.1024 4.3217 0.040 0.031 0.000
O -0.5812 8.5190 4.2850 0.001 -0.047 0.033
O 1.5887 8.9695 5.3737 -0.071 0.011 0.033
C 2.0191 10.2970 4.9612 0.155 0.172 -0.064
C 0.8881 11.2998 4.9399 -0.090 -0.086 0.004
C 0.9062 6.5585 5.1515 0.010 -0.035 -0.001
H 2.5122 10.2150 3.9924 -0.039 -0.057 -0.014
H 2.7699 10.5638 5.7011 -0.021 -0.051 0.036
H 0.1593 11.0670 4.1653 0.017 0.003 -0.015
H 1.2965 12.2914 4.7435 0.014 0.002 0.015
H 0.3720 11.3166 5.8997 0.024 0.030 0.010
H 1.9492 6.2574 5.1862 0.001 0.004 0.003
H 0.3187 5.8508 4.5699 0.002 0.006 -0.010
H 0.4924 6.6680 6.1504 -0.006 0.003 -0.003
O 1.1486 -7.2820 -3.4378 0.140 0.113 0.022
S 1.3039 -7.5357 -4.8497 -0.058 -0.101 -0.022
O 0.7061 -6.6073 -5.7565 0.029 0.063 0.002
O 0.8449 -9.0045 -5.1505 -0.039 0.016 -0.059
C -0.4746 -9.4309 -4.6887 -0.178 -0.117 0.118
C -1.5943 -8.8799 -5.5391 0.071 0.091 -0.057
C 3.0034 -7.7393 -5.2508 0.029 -0.012 0.039
H -0.5760 -9.1555 -3.6390 0.053 0.058 -0.011
H -0.4236 -10.5148 -4.7501 0.063 0.007 -0.041
H -1.6807 -7.7988 -5.4438 -0.002 -0.005 0.022
H -2.5336 -9.3315 -5.2197 0.002 -0.020 -0.004
H -1.4311 -9.1161 -6.5899 -0.023 -0.036 0.007
H 3.4499 -8.4488 -4.5595 -0.006 -0.010 -0.007
H 3.4691 -6.7598 -5.1635 -0.012 0.003 -0.009
H 3.0718 -8.0936 -6.2759 -0.006 0.006 -0.003
O 4.0273 -9.2291 3.7868 0.035 -0.006 -0.051
S 3.3142 -9.8839 4.8460 -0.044 0.076 0.039
O 2.7429 -11.1710 4.6022 0.022 -0.016 -0.013
O 2.1964 -8.8880 5.3814 -0.013 -0.120 0.008
C 1.3089 -8.3263 4.3850 -0.100 0.167 -0.109
C 0.2370 -9.2871 3.9206 0.141 -0.071 0.018
C 4.2938 -9.9390 6.3015 0.039 0.007 0.016
H 1.9198 -7.9693 3.5530 0.005 -0.024 -0.005
H 0.8689 -7.4607 4.8763 0.038 -0.024 0.070
H 0.6585 -10.1383 3.3884 0.034 0.017 0.003
H -0.4160 -8.7448 3.2380 -0.134 -0.064 0.093
H -0.3379 -9.6667 4.7641 -0.049 0.062 -0.012
H 4.7064 -8.9516 6.4869 -0.006 0.002 0.002
H 5.0859 -10.6600 6.1112 -0.003 0.000 -0.006
H 3.6683 -10.2707 7.1257 -0.002 -0.011 -0.006
O -1.3395 0.6940 -4.5898 0.074 -0.058 -0.065
S -2.1648 -0.3395 -4.0400 -0.108 0.196 0.344
O -1.7306 -1.7038 -4.1721 0.038 -0.007 0.037
O -3.6424 -0.1652 -4.5567 0.033 -0.201 -0.175
C -3.8545 -0.0329 -5.9933 -0.062 0.112 -0.217
C -3.7242 -1.3480 -6.7256 0.054 -0.060 0.099
C -2.5052 -0.0104 -2.3470 0.008 0.005 0.036
H -3.1666 0.7216 -6.3749 0.048 -0.018 0.057
H -4.8644 0.3629 -6.0657 -0.009 -0.016 0.069
H -2.7028 -1.7242 -6.6993 0.006 0.020 -0.011
H -4.0120 -1.2031 -7.7669 -0.015 0.005 0.000
H -4.3758 -2.1008 -6.2827 -0.029 0.012 -0.028
H -2.8441 1.0179 -2.2547 -0.026 -0.009 -0.010
H -1.5764 -0.1498 -1.7992 0.026 0.031 -0.004
H -3.2666 -0.7061 -2.0037 -0.006 0.003 -0.010
O -3.3084 8.3892 2.3958 -0.101 -0.056 -0.168
S -4.2924 8.1513 3.4115 0.136 0.084 0.031
O -4.9453 6.8783 3.4573 0.011 -0.027 0.002
O -5.3714 9.3095 3.3573 -0.061 -0.049 0.056
C -5.9905 9.5903 2.0749 -0.036 0.120 -0.185
C -7.0306 8.5632 1.6873 0.031 -0.079 0.073
C -3.5996 8.5265 4.9761 -0.053 0.025 0.145
H -5.2059 9.6818 1.3231 0.037 -0.044 0.036
H -6.4396 10.5710 2.2148 0.010 -0.006 0.060
H -6.5810 7.5905 1.4957 0.012 0.010 -0.011
H -7.5392 8.8962 0.7819 -0.007 0.019 0.006
H -7.7672 8.4449 2.4815 -0.020 0.025 -0.018
H -3.1068 9.4918 4.9143 0.016 -0.008 -0.008
H -2.8654 7.7490 5.1694 0.022 0.020 -0.004
H -4.3798 8.5203 5.7328 -0.042 -0.023 -0.050
```
Positions in Å, forces in eV/Å.


No. 3
Here is a single C14H28N2O2 molecule from the Open Molecules 2025 dataset. Energies are from the ωB97M-V functional and the def2-TZVPD basis.

The charge is 0. As for the spin multiplicity: 1. The calculation puts the energy above the lowest of the compared OMol25 structures with the same formula, charge and spin at 20.78 kcal per mole. Its structure (SMILES) is CN(C)C(=O)CCCCCCCCC(=O)N(C)C. The gap between HOMO and LUMO comes out at 9.423 eV. Its total energy is -810.267176 a.u.

Geometry as XYZ:
```
46
Properties=species:S:1:pos:R:3:forces:R:3
C -4.6746 0.5780 -0.4496 -0.041 -0.224 -0.137
N -3.4700 1.3649 -0.3313 -0.224 0.237 0.090
C -3.6641 2.7952 -0.2416 0.211 0.203 0.041
C -2.2139 0.8753 -0.4175 -0.010 -0.306 -0.150
O -1.2356 1.6022 -0.3281 0.336 0.064 0.011
C -2.0388 -0.6204 -0.5882 0.138 0.110 0.217
C -1.8980 -1.2846 0.7874 -0.015 -0.179 -0.067
C -1.3482 -2.7121 0.7205 0.042 0.081 -0.088
C 0.0169 -2.8429 0.0400 -0.080 0.152 0.247
C 1.1037 -1.9836 0.6843 0.110 -0.239 -0.250
C 2.4144 -1.9858 -0.1044 -0.136 0.093 -0.043
C 2.3490 -1.2673 -1.4545 0.096 0.003 0.103
C 2.0557 0.2327 -1.3359 0.163 -0.215 -0.089
C 3.2296 0.9231 -0.6629 -0.264 0.079 -0.083
O 4.3613 0.7592 -1.0905 0.215 -0.225 -0.244
N 2.9962 1.7211 0.4071 0.161 0.271 0.239
C 1.7256 1.9825 1.0416 -0.297 -0.116 -0.057
C 4.1317 2.3023 1.0898 0.296 -0.052 -0.120
H -4.5715 -0.3819 0.0510 -0.043 -0.022 -0.010
H -5.4906 1.1207 0.0264 0.015 -0.047 0.007
H -4.9412 0.4081 -1.4982 -0.075 -0.025 0.047
H -2.6842 3.2678 -0.2243 -0.140 0.029 -0.001
H -4.2274 3.1579 -1.1042 -0.032 0.023 0.010
H -4.2046 3.0495 0.6726 -0.030 0.023 -0.025
H -2.8441 -1.0741 -1.1633 -0.013 -0.068 -0.043
H -1.1071 -0.7468 -1.1391 -0.057 0.073 -0.065
H -1.2417 -0.6692 1.4046 -0.036 0.050 0.021
H -2.8708 -1.3111 1.2857 0.010 0.065 0.050
H -2.0630 -3.3437 0.1862 -0.055 -0.066 0.071
H -1.2738 -3.0911 1.7428 -0.049 -0.077 0.010
H 0.3215 -3.8917 0.0811 0.032 -0.012 -0.091
H -0.0813 -2.5833 -1.0140 0.024 -0.060 -0.094
H 0.7558 -0.9569 0.7790 -0.049 0.133 0.114
H 1.2969 -2.3588 1.6928 -0.055 0.075 0.076
H 2.7255 -3.0196 -0.2758 0.083 -0.018 0.059
H 3.1886 -1.5062 0.4988 0.107 -0.067 0.023
H 3.3183 -1.3783 -1.9445 -0.086 -0.009 -0.070
H 1.5973 -1.7334 -2.0946 0.005 0.007 -0.057
H 1.9848 0.6505 -2.3436 -0.037 0.066 0.071
H 1.1110 0.4068 -0.8325 -0.095 0.077 -0.025
H 1.7620 2.9777 1.4862 -0.010 -0.011 -0.001
H 1.5330 1.2604 1.8430 -0.075 0.047 0.038
H 0.8954 1.9658 0.3411 0.026 -0.033 0.063
H 4.0630 3.3926 1.0837 -0.012 0.000 0.047
H 5.0355 1.9949 0.5677 -0.046 0.075 0.123
H 4.1717 1.9537 2.1250 -0.007 0.034 0.031
```
Positions in Å, forces in eV/Å.


No. 4
Here is a molecular structure, C34H55BBrN8PdSi from the Open Molecules 2025 dataset. Energies are from the ωB97M-V functional and the def2-TZVPD basis.

The charge is +1. As for the spin multiplicity: 1. The calculation puts the energy above the lowest of the compared OMol25 structures with the same formula, charge and spin at 1.57 kcal per mole. The gap between HOMO and LUMO comes out at 6.086 eV. Its total energy is -4782.692677 a.u.

Geometry as XYZ:
```
101
Properties=species:S:1:pos:R:3:forces:R:3
Pd -0.3010 0.2891 -0.5329 -0.303 -0.739 0.564
C 4.5081 1.8341 1.2025 0.056 -0.017 -0.016
C 3.6279 1.0355 0.3000 0.065 0.150 0.067
C 4.0007 0.1382 -0.6716 0.060 0.038 -0.028
C 2.8291 -0.3251 -1.2643 -0.195 -0.007 0.032
N 1.7676 0.2587 -0.6436 0.443 -0.022 -0.015
N 2.2952 1.1076 0.3022 -0.269 -0.152 -0.011
B 1.4772 2.0454 1.2263 0.029 0.071 -0.077
N 0.7048 3.0788 0.4167 -0.130 0.047 0.155
N -0.1466 2.7350 -0.5894 0.183 0.277 -0.062
C -0.6118 3.8696 -1.0954 -0.043 0.055 -0.066
C -0.0679 4.9668 -0.3984 -0.025 -0.027 0.013
C 0.7624 4.4267 0.5516 0.013 -0.050 0.003
C 1.6160 5.1373 1.5500 -0.010 0.008 -0.008
C -1.5222 3.9864 -2.2979 -0.008 0.016 -0.009
C -0.6718 4.4640 -3.4858 0.004 -0.026 -0.007
C -2.6110 5.0270 -2.0040 0.006 0.007 -0.018
C -2.1930 2.6695 -2.6765 -0.014 0.000 0.011
N 0.6270 1.1438 2.1581 -0.048 0.044 0.018
N -0.1272 0.1286 1.6696 0.226 0.182 0.044
C -0.6631 -0.4892 2.7297 -0.105 -0.103 -0.017
C -0.2608 0.1555 3.9019 0.026 -0.025 0.001
C 0.5625 1.1868 3.4979 -0.052 -0.003 -0.021
C 1.2765 2.1873 4.3434 -0.008 -0.015 -0.004
C -1.5730 -1.7055 2.7562 0.353 0.027 -0.023
C -2.9567 -1.2744 3.2802 -0.167 -0.057 -0.050
C -1.8642 -2.3573 1.4271 -0.653 0.374 -0.182
C -0.9673 -2.7714 3.6826 -0.018 0.004 0.000
C 2.8678 -1.2573 -2.4680 -0.036 -0.043 0.045
C 4.3064 -1.7441 -2.6799 0.077 -0.014 0.005
C 2.0141 -2.5119 -2.2688 -0.125 0.153 -0.044
C 2.4700 -0.4850 -3.7331 0.022 0.049 -0.020
H 5.5481 1.6066 0.9772 0.000 -0.007 -0.003
H 4.3255 1.6009 2.2516 -0.002 0.002 -0.006
H 4.3539 2.9041 1.0669 0.004 -0.007 -0.006
H 5.0089 -0.1179 -0.9384 -0.016 0.001 0.058
H 2.2247 2.6409 1.9337 0.077 -0.083 -0.021
H -0.2402 6.0149 -0.5760 0.001 -0.005 -0.001
H 1.4987 6.2111 1.4180 -0.002 -0.002 0.006
H 2.6715 4.8943 1.4255 -0.001 0.000 -0.004
H 1.3388 4.8919 2.5758 0.004 0.000 -0.008
H -0.1148 5.3675 -3.2348 -0.013 0.009 0.001
H -1.3132 4.6825 -4.3422 0.005 -0.013 -0.001
H 0.0438 3.6941 -3.7812 0.006 0.007 0.015
H -2.1966 6.0297 -1.8928 0.010 -0.010 0.016
H -3.1492 4.7794 -1.0860 -0.008 -0.007 -0.010
H -3.3285 5.0543 -2.8267 0.010 0.009 -0.004
H -1.4819 1.8481 -2.7227 0.000 0.029 -0.024
H -2.6495 2.7693 -3.6632 -0.027 0.004 0.014
H -2.9895 2.4153 -1.9723 0.031 -0.013 0.029
H -0.5207 -0.0946 4.9167 0.019 0.001 -0.004
H 1.0522 1.9966 5.3910 0.000 0.008 -0.003
H 0.9678 3.2053 4.1069 -0.009 -0.009 -0.009
H 2.3558 2.1297 4.2063 0.002 -0.003 -0.009
H -3.3758 -0.4756 2.6663 0.008 -0.029 0.031
H -2.8589 -0.9042 4.2993 0.024 0.016 0.008
H -3.6534 -2.1158 3.2899 0.007 0.005 0.020
H -2.3492 -1.7406 0.6769 0.150 0.006 0.111
H -2.3766 -3.3067 1.5431 0.126 -0.112 -0.058
H -0.8249 -2.6206 0.9589 0.721 -0.364 -0.113
H -0.7609 -2.3632 4.6689 -0.015 0.002 0.008
H -0.0232 -3.1486 3.2798 -0.003 0.027 0.005
H -1.6566 -3.6108 3.8005 0.003 0.019 -0.009
H 4.6785 -2.3110 -1.8238 -0.001 0.014 0.004
H 4.9854 -0.9138 -2.8714 0.014 -0.045 -0.048
H 4.3315 -2.3964 -3.5536 -0.017 0.001 0.003
H 2.3090 -3.0343 -1.3516 0.033 0.005 -0.036
H 2.1559 -3.1905 -3.1113 0.026 -0.025 -0.002
H 0.9632 -2.2479 -2.2471 -0.130 -0.080 0.019
H 3.1814 0.3261 -3.9023 0.004 -0.024 -0.001
H 1.4772 -0.0576 -3.6745 -0.088 0.008 0.030
H 2.5007 -1.1493 -4.5989 -0.002 -0.009 0.009
N -0.8821 -0.8408 -3.3522 0.017 -0.200 0.151
C -0.5685 -0.4312 -2.3166 0.072 0.406 -0.527
Br -2.2665 2.3913 1.6882 0.041 0.030 -0.019
C -3.1084 1.2100 0.4992 -0.035 -0.031 -0.121
C -4.4995 1.2710 0.5393 0.013 0.020 -0.017
C -5.2448 0.4622 -0.2874 -0.073 0.009 0.022
C -4.5716 -0.4019 -1.1335 0.018 -0.040 -0.041
C -3.1968 -0.4101 -1.1166 0.023 0.096 0.035
N -2.4368 0.3812 -0.3177 -0.178 0.074 0.009
H -4.9675 1.9676 1.2182 0.007 0.001 0.002
H -6.3258 0.5068 -0.2706 0.009 0.008 -0.007
H -5.0956 -1.0562 -1.8151 0.023 -0.011 0.001
H -2.6617 -1.0612 -1.7848 0.085 -0.019 -0.057
C -1.1697 -5.7072 1.0741 -0.012 0.076 0.046
Si 0.1426 -4.9656 -0.0181 -0.037 0.219 0.007
C 1.8501 -5.3301 0.6141 0.066 0.019 0.017
C -0.1348 -5.4840 -1.7757 -0.010 -0.011 -0.051
C -0.0429 -3.0201 -0.0485 -0.341 -0.143 0.338
H -1.1026 -6.7917 0.9588 -0.026 -0.012 0.028
H -2.1788 -5.4122 0.7804 0.008 -0.050 -0.013
H -1.0244 -5.4794 2.1312 -0.006 0.011 0.000
H 1.8785 -6.3434 1.0201 0.033 -0.007 -0.021
H 2.1608 -4.6488 1.4092 -0.037 -0.015 0.015
H 2.5901 -5.2692 -0.1855 0.003 0.004 0.012
H -0.0291 -6.5704 -1.8329 -0.013 0.004 -0.044
H 0.5788 -5.0414 -2.4692 0.042 0.023 0.002
H -1.1395 -5.2262 -2.1171 0.001 -0.017 0.014
H -0.5839 -2.5574 -0.8703 -0.006 0.021 0.015
H 0.7454 -2.3555 0.3107 0.008 0.007 -0.080
```
Positions in Å, forces in eV/Å.